# 1
# C37H88FN6O13

A cluster of 6 separate species, C37H88FN6O13 in total at a distorted geometry (wB97M-V/def2-TZVPD, the Open Molecules 2025 dataset).

Structure (XYZ):
```
145
Properties=species:S:1:pos:R:3:mulliken_charge:R:1
C 1.566 0.167 0.911 -1.083
N 1.995 1.533 1.329 -0.074
C 2.355 2.198 0.037 -0.086
C 3.595 3.140 0.232 -0.638
O 4.743 2.521 -0.401 -0.575
C 0.792 2.164 1.913 1.427
C 0.482 1.639 3.382 -1.224
C 1.751 1.118 4.116 0.006
F 1.586 1.436 5.511 -0.307
C 0.863 3.719 1.996 -0.375
O 1.773 4.310 2.606 -0.720
O -0.075 4.395 1.444 -0.732
H 1.050 -0.393 1.723 0.281
H 0.841 0.231 0.037 0.170
H 2.450 -0.430 0.587 0.410
H 2.687 1.407 -0.680 0.354
H 1.477 2.734 -0.398 0.040
H 3.781 3.394 1.295 0.377
H 3.349 4.097 -0.300 0.224
H 5.433 2.472 0.276 0.330
H -0.071 1.893 1.245 0.020
H -0.239 0.793 3.250 0.271
H 0.049 2.462 3.986 0.474
H 2.686 1.634 3.801 0.217
H 1.867 0.010 4.046 0.165
C 5.041 4.500 11.572 -0.735
O 4.155 3.399 11.651 -0.348
C 2.845 3.699 11.168 -0.796
C 2.543 2.889 9.917 -0.198
N 3.341 3.358 8.789 -0.268
C 3.275 2.479 7.616 -0.657
C 3.880 1.082 7.757 -0.408
O 5.295 1.079 7.930 -0.429
C 5.728 1.189 9.273 -0.533
H 5.981 4.209 12.043 0.238
H 5.244 4.767 10.531 0.319
H 4.637 5.366 12.106 0.342
H 2.707 4.770 10.993 0.412
H 2.144 3.400 11.955 0.381
H 1.482 2.987 9.672 0.371
H 2.751 1.835 10.141 0.175
H 4.308 3.432 9.080 0.140
H 3.803 2.994 6.810 0.311
H 2.237 2.388 7.299 0.377
H 3.697 0.560 6.815 0.279
H 3.389 0.485 8.534 0.298
H 5.027 0.728 9.975 0.267
H 5.895 2.235 9.540 0.167
H 6.687 0.674 9.358 0.290
C -6.533 6.248 0.994 -0.741
O -6.371 6.157 -0.411 -0.338
C -5.523 7.174 -0.943 -0.813
C -4.254 6.559 -1.512 -0.133
N -3.398 6.050 -0.445 -0.300
C -2.274 5.240 -0.924 -0.871
C -2.612 3.908 -1.600 0.407
O -3.190 2.944 -0.730 -0.325
C -4.598 3.017 -0.617 -0.750
H -7.262 5.496 1.297 0.240
H -5.591 6.043 1.511 0.324
H -6.909 7.235 1.281 0.343
H -5.295 7.947 -0.203 0.414
H -6.077 7.651 -1.759 0.389
H -3.707 7.320 -2.078 0.343
H -4.549 5.758 -2.203 0.156
H -3.957 5.482 0.180 0.071
H -1.647 5.026 -0.053 0.375
H -1.666 5.844 -1.606 0.432
H -1.665 3.472 -1.934 0.205
H -3.223 4.035 -2.503 -0.158
H -5.072 3.369 -1.538 0.338
H -4.884 3.655 0.223 0.205
H -4.968 2.012 -0.402 0.279
C -2.160 2.637 -5.386 -0.500
O -2.681 1.318 -5.398 -0.331
C -2.066 0.480 -6.372 -0.952
C -1.292 -0.638 -5.691 0.057
N -0.105 -0.115 -5.020 -0.314
C 0.556 -1.090 -4.152 -0.853
C -0.214 -1.560 -2.916 0.835
O -0.420 -0.543 -1.952 -0.219
C -1.594 0.234 -2.148 -0.402
H -2.748 3.223 -4.680 -0.040
H -1.117 2.644 -5.054 0.323
H -2.240 3.098 -6.375 0.373
H -1.429 1.045 -7.059 0.425
H -2.875 0.035 -6.962 0.399
H -0.985 -1.374 -6.441 0.391
H -1.968 -1.128 -4.979 0.090
H -0.371 0.684 -4.457 0.080
H 1.485 -0.626 -3.811 0.372
H 0.841 -1.963 -4.751 0.393
H 0.403 -2.314 -2.421 -0.838
H -1.155 -2.062 -3.169 0.046
H -2.402 -0.341 -2.609 0.263
H -1.372 1.121 -2.746 0.043
H -1.932 0.582 -1.171 0.236
C 6.664 -6.197 -2.119 -0.733
O 5.998 -5.252 -2.936 -0.343
C 4.982 -5.832 -3.752 -0.863
C 3.614 -5.314 -3.337 -0.125
N 3.227 -5.847 -2.033 -0.310
C 2.035 -5.213 -1.470 -0.744
C 2.141 -3.735 -1.086 -0.012
O 3.027 -3.487 -0.006 -0.499
C 4.380 -3.285 -0.378 -0.750
H 7.476 -5.683 -1.605 0.244
H 5.986 -6.611 -1.366 0.316
H 7.089 -7.006 -2.722 0.342
H 5.018 -6.925 -3.736 0.419
H 5.181 -5.510 -4.779 0.388
H 2.873 -5.618 -4.084 0.370
H 3.660 -4.219 -3.321 0.155
H 3.995 -5.718 -1.386 0.176
H 1.779 -5.775 -0.568 0.353
H 1.201 -5.342 -2.168 0.209
H 1.153 -3.424 -0.735 0.448
H 2.374 -3.092 -1.942 0.117
H 4.475 -2.818 -1.361 0.300
H 4.931 -4.230 -0.353 0.294
H 4.834 -2.624 0.362 0.325
C -6.797 -3.533 -4.578 -0.698
O -6.641 -4.914 -4.294 -0.339
C -6.325 -5.692 -5.446 -0.794
C -4.928 -6.278 -5.318 -0.189
N -3.914 -5.234 -5.431 -0.257
C -2.565 -5.683 -5.087 -0.713
C -2.309 -6.087 -3.632 -0.497
O -2.400 -5.009 -2.716 -0.311
C -3.704 -4.764 -2.215 -0.617
H -7.123 -3.037 -3.665 0.245
H -5.847 -3.088 -4.892 0.278
H -7.554 -3.376 -5.351 0.344
H -6.436 -5.119 -6.371 0.398
H -7.048 -6.514 -5.478 0.392
H -4.773 -7.017 -6.110 0.384
H -4.867 -6.790 -4.350 0.202
H -4.162 -4.468 -4.815 -0.015
H -1.890 -4.857 -5.328 0.293
H -2.290 -6.515 -5.743 0.452
H -1.274 -6.438 -3.575 0.303
H -2.931 -6.930 -3.311 0.378
H -4.300 -5.677 -2.141 0.334
H -4.221 -4.024 -2.831 0.126
H -3.603 -4.338 -1.215 0.306
```

The multiplicity is 1. Its total charge is -1. The calculation puts the highest occupied orbital energy at -0.157 Ha. Its LUMO energy is 1.9 eV. As for the frontier orbital gap: 6.21 eV. The calculation puts the relative energy (zero: lowest compared OMol25 entry of this formula, charge and spin) at 0.0 kJ/mol.

=====

# 2
# C8H7Cl2N5

A cluster of 2 separate species, C8H7Cl2N5 in total at a distorted geometry (wB97M-V/def2-TZVPD, the Open Molecules 2025 dataset).

Structure (XYZ):
```
22
Properties=species:S:1:pos:R:3:mulliken_charge:R:1
C -2.496 0.562 -1.023 -0.407
C -2.242 -0.437 -0.041 -0.491
C -1.413 1.159 -1.648 -0.369
C -0.975 -0.797 0.296 -0.577
C 2.029 0.316 -1.359 -0.027
C -0.120 0.663 -1.468 0.233
C 0.023 -0.341 -0.519 0.864
C 3.153 -0.446 1.621 0.596
N 1.134 1.067 -1.981 -0.772
N 2.802 0.710 1.788 -0.484
N 1.420 -0.573 -0.480 0.633
N 2.108 -1.532 0.182 -1.157
N 4.011 -1.328 2.058 -0.118
Cl 5.340 -0.963 3.236 -0.060
Cl 4.533 -2.605 1.027 0.011
H -3.550 0.944 -1.093 0.311
H -2.997 -0.803 0.682 0.292
H -1.722 1.896 -2.450 0.287
H -0.771 -1.397 1.177 0.298
H 3.088 0.237 -1.353 0.415
H 3.318 1.315 2.258 0.227
H 1.705 -1.930 1.025 0.293
```

The multiplicity is 1. The calculation puts the highest occupied orbital energy (spin up / spin down) at -0.303 / -0.303 Ha. Its LUMO energy (spin up / spin down) is -1.4 / -1.4 eV. As for the frontier orbital gap (spin up / spin down): 6.84 / 6.84 eV. The calculation puts the relative energy (zero: lowest compared OMol25 entry of this formula, charge and spin) at 226.0 kJ/mol.

=====

# 3
# C17H13F3N3O6S4

A cluster of 2 separate species, C17H13F3N3O6S4 in total at a distorted geometry (wB97M-V/def2-TZVPD, the Open Molecules 2025 dataset).

Structure (XYZ):
```
46
Properties=species:S:1:pos:R:3:mulliken_charge:R:1
F 1.971 -3.206 3.196 -0.255
C 1.008 -2.300 2.736 0.661
F -0.215 -2.971 2.796 -0.271
F 0.936 -1.285 3.683 -0.276
S 1.384 -1.711 1.177 -0.509
N -0.203 1.514 -0.786 -0.163
S -0.875 0.197 -1.900 1.529
C -2.162 -0.871 -1.207 -0.059
C -3.452 -0.791 -1.736 -0.529
C -4.463 -1.578 -1.177 -0.530
C -4.160 -2.488 -0.162 -0.453
C -2.842 -2.638 0.270 -0.494
C -1.832 -1.841 -0.269 0.072
O -1.485 0.920 -2.980 -0.723
O 0.229 -0.716 -2.101 -0.548
S 1.354 2.004 -1.351 1.404
C 2.494 0.657 -0.957 0.157
C 3.122 0.617 0.283 -0.105
C 4.032 -0.403 0.573 -0.539
C 4.440 -1.280 -0.431 -0.280
C 3.833 -1.226 -1.692 -0.729
C 2.833 -0.288 -1.938 -0.171
O 1.176 2.083 -2.777 -0.709
O 1.742 3.154 -0.575 -0.648
H -3.640 -0.105 -2.560 0.472
H -5.475 -1.476 -1.549 0.393
H -4.954 -3.093 0.280 0.363
H -2.585 -3.376 1.031 0.461
H -0.796 -1.952 0.080 -0.043
H 2.856 1.332 1.049 0.315
H 4.384 -0.510 1.602 0.331
H 5.195 -2.038 -0.211 0.334
H 4.112 -1.927 -2.484 0.367
H 2.281 -0.300 -2.873 0.459
C -0.139 1.088 0.650 2.938
C 0.457 2.227 1.478 -0.490
O 1.443 2.113 2.196 -0.628
N -0.260 3.446 1.420 0.102
C -1.463 3.558 0.745 -0.034
S -1.885 4.843 -0.257 -0.313
N -2.183 2.391 0.906 0.065
C -1.563 1.141 1.171 -0.319
O -2.161 0.251 1.754 -0.556
H 0.381 0.113 0.775 -1.756
H 0.298 4.299 1.480 0.372
H -3.168 2.425 0.644 0.333
```

The multiplicity is 1. Its total charge is -1. The calculation puts the highest occupied orbital energy at -0.169 Ha. Its LUMO energy is 1.5 eV. As for the frontier orbital gap: 6.13 eV. The calculation puts the relative energy (zero: lowest compared OMol25 entry of this formula, charge and spin) at 0.0 kJ/mol.

=====

no.,E (eV)
1,-78065.0634
2,-40898.5202
3,-86089.3088